27
Properties=species:S:1:pos:R:3 method="wB97M-V/def2-TZVPD" gap_ev=6.64 fmax_ev_per_a=3.2
Ca -0.7068 -0.2274 -1.9136
C 0.0622 -0.4963 -4.0668
H 1.1545 -0.5904 -3.9302
H -0.4642 -1.4211 -4.3563
H -0.2877 0.4293 -4.5447
H -2.6269 1.0944 -2.5730
H -2.9898 0.4390 -2.3938
C 2.1505 2.8374 0.0224
C 2.2633 2.4188 1.3407
C 1.5088 1.3293 1.7366
C 0.6464 0.6659 0.8442
N 0.5677 1.1016 -0.4507
C 1.3028 2.1654 -0.8450
C -0.1867 -0.5403 1.2192
C -0.1751 -1.1084 2.5395
C -0.9475 -2.2160 2.8654
C -1.7335 -2.7884 1.8937
C -1.7592 -2.2618 0.5690
C -0.9860 -1.1795 0.2925
H 2.7179 3.6761 -0.3413
H 2.9161 2.9341 2.0442
H 1.5822 0.9665 2.7658
H 1.2072 2.4583 -1.8839
H 0.4473 -0.6629 3.3080
H -0.9317 -2.6259 3.8946
H -2.3491 -3.6614 2.1328
H -2.3825 -2.7363 -0.1694